Entry 1:
Below is C4H7NO2 in the gas phase, with properties calculated with ωB97M-V/def2-TZVPD.

Element x y z (Å)
O -0.8803 0.9776 1.4907
C 0.9905 -0.8237 -0.5912
H 1.8997 1.4300 1.2939
H 1.2575 -1.5906 -1.2937
N -0.0587 0.9384 0.3143
O 2.0217 -0.2398 0.1152
C 1.4910 1.0326 0.3664
H -2.3642 -0.4262 -0.7199
C -1.4874 -1.0431 -0.5235
H -1.6785 -1.6270 0.3836
H 1.7674 1.6530 -0.5011
C -0.2068 -0.3052 -0.3371
H -1.3487 -1.7578 -1.3402
H -1.4033 1.7816 1.3426

Output
frontier orbital gap = 8.80 eV
highest occupied orbital energy = -7.91 eV

=====

Entry 2:
Below is a molecular structure, C18H20I2N4O2Ti at a distorted geometry, with properties calculated with ωB97M-V/def2-TZVPD.

Element x y z (Å)
C 1.0134 -1.8265 4.2409
C 0.4280 -0.5316 4.0564
H -1.7190 -2.6389 -1.3559
C -0.9257 -1.9751 -1.6907
O 3.0131 4.2183 -1.6303
I -3.8923 0.9973 2.4854
H -0.7961 0.6325 2.8208
H 1.7998 2.2466 -1.9455
N -0.7881 -0.8016 -1.0404
N -0.5888 -3.6066 1.5711
H 1.0758 -3.8174 3.5053
H 1.2927 5.3355 -1.6193
H 2.2023 5.3248 -0.0908
I -4.1130 -1.6462 0.2354
H 1.1093 -1.9703 -5.0939
H -0.1931 -4.5207 1.7550
C -0.1997 -2.5827 2.3131
C 0.6854 -2.8297 3.4034
C 0.8640 -1.4402 -3.1323
C 1.0523 3.6020 -0.5044
C 0.0693 3.8311 0.4355
C 1.7425 -1.8126 -4.2405
C 0.1389 0.0783 -1.4712
N -0.7221 1.5698 0.2118
C -4.9999 -0.7589 1.9885
H -6.0136 -0.4531 1.7349
H -0.2489 -3.2833 -3.2027
C 1.0984 2.3530 -1.1203
H 1.6761 -2.0642 5.0511
H 0.6467 0.2361 4.7586
C 1.9034 4.7207 -0.9413
N -0.6618 -1.3121 2.0638
Ti -1.6870 -0.1488 0.7642
H 1.8271 0.4486 -2.7557
H 2.1938 -2.8060 -4.0037
H 0.0157 4.8265 0.8689
H -4.9345 -1.4493 2.8032
C 1.0119 -0.2100 -2.4865
C 0.1939 1.3772 -0.7818
O 2.6872 -0.8150 -4.4343
C -0.7942 2.7890 0.7960
H -1.2864 -3.4892 0.8700
H -1.5349 2.9038 1.6027
H 3.2326 -0.9850 -5.2076
C -0.1581 -2.3000 -2.7410
C -0.3505 -0.3474 2.9595
H 3.6340 4.9312 -1.8052

Output
2S+1 = 2
frontier orbital gap (alpha / beta) = 7.14 / 7.46 eV
net charge = +3
highest occupied orbital energy (alpha / beta) = -17.80 / -17.80 eV

=====

Entry 3:
Below is a gas-phase ion, CH3ClNO (charge -1) at a distorted geometry, with properties calculated with ωB97M-V/def2-TZVPD.

Element x y z (Å)
H -1.5071 -0.0533 0.0338
N 0.4140 0.0506 0.8177
H -0.5924 -1.3978 -0.4830
H -0.1481 0.0545 -1.3052
C -0.4784 -0.2836 -0.3752
O 1.9366 -0.3092 0.2888
Cl 0.3755 1.9387 1.0231

Output
frontier orbital gap = 7.23 eV
net charge = -1
highest occupied orbital energy = -3.00 eV

=====

Entry 4:
Below is 3 unconnected molecules or ions with the total composition C3H11NO3 at a distorted geometry, with properties calculated with ωB97M-V/def2-TZVPD.

Element x y z (Å)
H 0.9536 -1.2130 2.2538
O -1.3919 -2.0791 0.2762
H -0.9026 -2.7094 2.2789
H 0.5398 1.3242 -2.2453
H 1.4447 -1.8919 0.6976
N 0.4870 1.1564 1.2374
C 0.3760 -0.1434 0.4084
H -1.6479 2.4708 -0.7908
O 1.1570 0.8180 -2.6981
C 0.6711 -1.4721 1.2930
H 0.2293 0.9186 2.1954
O -0.7630 2.5186 -1.0003
H 1.8148 0.4992 -2.0816
H 1.3137 -0.1426 -0.2783
H -0.4525 -0.0079 -0.3703
H -0.2444 1.7218 0.9711
C -0.6762 -2.1541 1.1646
H -0.6991 3.4934 -1.1100

Output
frontier orbital gap = 9.68 eV
highest occupied orbital energy = -9.29 eV

=====

Entry 5:
Below is C5H6N2O2S2 in the gas phase at a distorted geometry, with properties calculated with ωB97M-V/def2-TZVPD.

Element x y z (Å)
H -1.9610 -1.8678 -0.4981
N -1.2865 0.0075 0.1041
O -2.4425 1.7654 -0.1951
H 1.7883 -2.4574 0.5079
H -0.1127 -3.0302 0.0477
H -0.3852 2.2309 -1.3987
H 2.7067 -0.0684 0.9731
C -0.0114 -1.9969 0.0481
C 1.2311 -1.5656 0.3186
S 0.5168 1.1037 -1.5031
O -3.4179 -0.0113 0.6122
N -2.4525 0.5989 0.1847
S 1.8355 2.5415 0.8246
C 1.7960 -0.2265 0.4013
C 1.2834 1.0023 0.1048
H 2.0601 3.2140 -0.3177
C -1.1483 -1.2404 -0.2146

Output
frontier orbital gap = 7.37 eV
highest occupied orbital energy = -8.81 eV

=====

Entry 6:
Below is a molecular structure, C24H52Cl40GaO at a distorted geometry, with properties calculated with ωB97M-V/def2-TZVPD.

Element x y z (Å)
O -3.2384 -1.4713 -0.3002
H -1.7942 2.8433 6.7829
Cl -4.4565 -5.8715 1.7088
C -8.0617 -4.6742 0.4739
Cl -0.8445 3.6510 -7.7902
C 3.9692 0.4982 -6.8810
Cl -8.5034 -4.4185 2.1663
Cl 1.2198 1.7803 9.6076
C -0.7500 -1.4476 0.5424
C 0.7583 3.4291 4.2435
H 4.9041 0.4850 -6.3155
H 7.3962 -1.1717 1.7495
H 4.9641 5.0403 2.3639
C -4.4714 2.0814 -6.6629
H 7.5102 3.4959 -0.6528
Cl -1.6457 -6.9555 3.3866
C 0.0831 6.8488 8.9371
C 3.6011 0.5648 1.9760
H 0.2092 -0.9007 -4.3075
H 2.6564 3.5908 10.0925
H 0.2935 2.2419 -9.3056
H -0.6642 -0.5657 1.3391
H 4.3804 0.4039 1.2271
Cl -5.4757 3.4480 -7.1618
Cl -2.1357 1.2996 8.5371
H 0.7585 1.9264 -7.6090
C -0.5625 -0.7785 -0.9428
H 8.2294 3.3896 0.9799
Cl -1.0419 5.5195 8.6332
H -2.1420 -3.3075 0.3181
Cl 5.4874 -2.0360 0.6605
C -0.5165 -1.1364 -11.4684
H 0.1319 2.5382 4.3332
H -1.0114 0.3264 -0.9760
H -1.4825 -0.7263 -11.7727
Cl 7.1573 1.5431 -6.7653
H -3.2748 -0.5138 -0.0069
C -0.0758 2.1372 -8.2825
H 1.9134 8.4326 6.3364
Cl -2.6609 -3.1529 -6.7459
Cl 6.0985 2.0558 -4.0980
Cl -9.2650 -8.4180 4.3407
Cl 2.0958 9.1972 4.1095
H -2.4305 -2.8602 -9.0779
C -1.9957 -4.3733 -3.2029
C -2.2427 -2.1660 0.5774
H -2.6615 -2.0857 1.6783
H 7.9782 3.0405 -5.1342
Cl -0.2838 -4.9236 1.8006
C 4.7484 4.9473 3.4310
H 5.6833 4.9340 3.9966
Cl 2.5968 1.9314 1.4772
H -7.6620 -10.1427 4.5219
Cl 1.4862 3.7815 5.8155
H 0.0796 -2.2526 0.7968
H 3.5206 2.2292 9.3220
Cl -5.4346 0.6071 -6.5086
C -3.1843 -2.5854 -8.3361
C -8.4962 -9.9318 3.8484
Cl 3.2902 1.9365 11.6540
C 1.0338 -0.7114 -1.4343
Cl -9.6415 -11.2769 3.9121
Cl -1.2456 -4.4613 -1.6046
H 4.1848 0.5912 -7.9482
Cl -0.2375 4.7793 3.6866
Cl 3.1041 -1.0174 -6.5987
H -7.5111 -5.6142 0.3880
C 7.2945 3.4029 0.4144
Cl 1.7594 6.2917 8.8688
C 1.2019 8.7068 5.5536
H -1.1662 -6.9903 1.0746
Cl -0.6802 -1.8685 -9.8678
H -2.4480 -5.8132 1.4818
Cl 2.6380 -0.9095 2.1303
H -4.0137 2.3100 -5.6974
H -0.2560 2.2844 7.5009
H -2.0201 -5.3744 -3.6401
Cl 6.3296 4.7915 0.9297
H 6.4399 3.5994 -5.8522
Cl 0.6817 0.1633 -11.4538
Cl 5.8180 -1.4140 3.4894
C -5.2528 -5.3214 3.1881
H 1.6828 -0.0427 -0.6992
Cl -4.7313 -3.3091 -8.7923
H -3.2947 -1.4986 -8.3074
Ga 0.9444 0.1517 -3.3567
H -0.1143 7.2622 9.9291
H -4.4957 -5.1507 3.9573
C 6.6325 -1.9114 2.0014
H -0.2007 -1.9033 -12.1798
Cl 0.1758 10.0201 6.1430
C 6.9847 2.7330 -5.4695
Cl 3.7835 6.3359 3.9464
H -8.1270 -9.8271 2.8253
H 0.5737 7.8471 5.3084
H -0.0662 7.6216 8.1790
H 1.5533 3.2494 3.5157
C 2.7667 2.5040 10.0638
H 1.4761 -1.7948 -1.4572
H 4.0589 0.7934 2.9415
C -1.4819 -6.2233 1.7860
Cl 6.4295 1.8873 0.6967
H 7.1010 -2.8857 2.1609
Cl -9.4980 -4.7526 -0.5536
H -3.0143 -3.9919 -3.0974
Cl 3.0043 1.8869 -6.3657
H 2.3708 0.6536 -3.8739
H -0.0793 1.4086 -3.2092
Cl -1.0871 -3.2996 -4.2737
C -1.2494 1.9768 7.1657
Cl -1.0768 0.7869 5.8698
Cl -1.2211 0.7921 -8.2187
H -1.1157 -1.3683 -1.8157
H -5.7846 -4.3897 2.9806
Cl 3.8834 3.4317 3.7134
Cl -6.4075 -6.5249 3.7741
H -3.6921 1.9205 -7.4118
H -7.4313 -3.8458 0.1416

Output
frontier orbital gap = 5.84 eV
net charge = -1
highest occupied orbital energy = -4.40 eV

=====

Entry 7:
Below is C3H7N3O2 in the gas phase at a distorted geometry, with properties calculated with ωB97M-V/def2-TZVPD.

Element x y z (Å)
O 1.6238 0.7205 1.6330
H 0.0636 -0.3815 2.8212
N 1.3145 1.4295 -0.8831
H 1.4245 1.7246 1.7667
H -0.7560 0.4539 -2.2434
C -0.7364 0.0668 -1.2595
C -0.3111 -0.5233 1.7825
O -1.2953 -1.1582 1.3734
N -0.6026 -1.3987 -1.2349
C 0.4670 0.5865 -0.4446
H -1.7407 0.3637 -0.8632
H -0.5201 -1.7083 -2.3807
N 0.5905 0.1355 0.9191
H -1.5846 -1.8212 -0.7865
H 2.0630 1.5100 -0.2000

Output
frontier orbital gap = 10.01 eV
highest occupied orbital energy = -9.59 eV

=====

Entry 8:
Below is 2 unconnected molecules or ions with the total composition C5H13NO at a distorted geometry, with properties calculated with ωB97M-V/def2-TZVPD.

Element x y z (Å)
H -0.5473 -2.9449 -1.1993
H -0.1293 0.5542 -2.1237
H 0.9685 1.5958 -0.6577
O -3.3998 4.6195 1.8961
H 1.8158 -1.5889 1.6156
C -0.2056 -2.4067 -0.3236
H -1.3197 -0.7960 -2.2302
H 2.2382 1.2272 0.4105
H -3.9309 4.0716 1.3093
C 1.2666 -0.4346 -0.0955
H 0.5692 -3.0381 0.0980
C -0.6711 -0.2200 -1.5709
N 1.3534 0.9509 0.0084
C 0.2943 -1.0600 -0.7872
H -1.3977 0.3126 -0.9343
H -4.0152 5.2270 2.3131
H 2.7236 -1.9987 0.1900
H -1.0321 -2.4255 0.3917
C 2.3016 -1.1652 0.7377
H 3.1176 -0.4803 0.9519

Output
frontier orbital gap = 8.25 eV
highest occupied orbital energy = -7.34 eV

=====

> What is the formula in the sixth record?

C24H52Cl40GaO